Entry 1:
A structure of composition C46H36F4N11O2SSn. Source: the OMol25 dataset; level of theory: ωB97M-V/def2-TZVPD.

Positions of all 101 atoms, in Å:
Sn  -0.39243  0.73175  -0.43699
C  -2.17193  3.84245  -0.57729
N  -2.07163  3.40205  0.80231
C  -1.08603  4.18225  1.54391
C  -0.36003  3.36205  2.61601
C  1.16347  3.51815  2.49281
N  1.54847  3.28065  1.14011
C  2.29147  2.30645  0.80721
C  2.18967  3.10095  -1.46199
C  4.73847  2.42295  -2.81529
C  4.11727  3.31675  -3.89239
C  2.72437  3.56225  -4.33099
C  1.53127  3.37175  -3.76189
C  1.38237  2.68225  -2.47119
O  0.60967  1.63895  -2.40259
C  -3.38813  3.42105  1.41781
C  -3.56433  2.44555  2.57931
C  -3.62343  0.97005  2.15651
N  -2.33173  0.34275  2.09271
C  -2.02073  -0.44075  3.02181
C  -0.74373  -1.25895  3.03111
C  -0.70783  -2.18315  4.19921
C  0.12747  -1.99485  5.23861
C  1.03087  -0.89665  5.26421
C  1.15497  -0.06645  4.19111
C  0.41377  -0.26185  2.98631
O  0.64737  0.35065  1.94621
H  -2.60113  4.85365  -0.67489
H  -2.80733  3.14245  -1.12489
H  -1.18203  3.83085  -1.03249
H  -1.54523  5.08005  1.98721
H  -0.32613  4.50225  0.83201
H  -0.60263  2.31555  2.44891
H  -0.66173  3.64255  3.62801
H  1.66117  2.84385  3.21041
H  1.44137  4.55135  2.74771
H  2.78277  1.60815  1.49641
H  5.71197  2.09005  -3.18259
H  4.76127  3.36375  -4.76729
H  2.72257  4.00345  -5.32349
H  0.63967  3.56875  -4.34099
H  -4.12363  3.15865  0.65351
H  -3.63843  4.43985  1.77501
H  -4.51483  2.68775  3.06151
H  -2.76783  2.57435  3.31221
H  -4.06633  0.87615  1.16101
H  -4.26813  0.43585  2.87281
H  -2.67983  -0.61475  3.88361
H  -1.37983  -3.02775  4.15721
H  0.14197  -2.69565  6.05991
H  1.65797  -0.75235  6.13211
H  1.89117  0.72445  4.17441
N  0.26297  -3.78595  -1.12949
C  0.35787  -2.44505  -1.01879
S  -1.02853  -1.52985  -1.55379
N  1.47677  -1.98195  -0.58069
N  1.68067  -0.64755  -0.54729
C  2.88527  -0.30405  -0.86609
C  3.77827  -1.40045  -1.33939
C  4.81557  -1.91575  -0.57679
C  5.53887  -3.00515  -1.03779
C  5.23827  -3.58245  -2.25879
C  4.20697  -3.06535  -3.02809
C  3.47697  -1.98875  -2.56769
C  3.27677  1.07995  -1.08229
C  4.18417  1.27815  -2.06879
C  4.76517  3.92995  -2.64649
C  3.96137  4.76915  -1.75549
C  2.75147  4.44675  -1.31849
N  2.56037  2.12555  -0.50119
H  -0.50113  -4.19325  -1.63689
H  1.08737  -4.33685  -0.95919
H  5.04967  -1.47655  0.38321
H  6.33347  -3.41665  -0.43049
H  5.79267  -4.44385  -2.60359
H  3.96847  -3.50785  -3.98489
H  2.66197  -1.58685  -3.15179
H  4.61697  0.36295  -2.45359
H  5.74957  4.35595  -2.82019
H  4.37917  5.74965  -1.56029
H  2.16277  5.16145  -0.75729
F  -3.92433  -2.27245  1.12601
C  -4.06553  -3.27205  0.22221
C  -5.24583  -3.38915  -0.46849
F  -6.20693  -2.46965  -0.23129
C  -5.48743  -4.43975  -1.39179
C  -4.38283  -5.30825  -1.58479
C  -3.20783  -5.18745  -0.88429
F  -2.21023  -6.06555  -1.14039
C  -3.00763  -4.17845  0.06841
C  -1.79463  -4.08125  0.85481
C  -1.35563  -2.96885  1.43471
N  -0.75163  -1.99405  1.77981
C  -0.96313  -5.20165  1.06421
N  -0.28083  -6.09455  1.29921
F  -4.48343  -6.31735  -2.47479
C  -6.71773  -4.61995  -2.05429
C  -6.94213  -5.60195  -3.02429
N  -7.19803  -6.36965  -3.84499
C  -7.86343  -3.86395  -1.79299
N  -8.85643  -3.30175  -1.62869

Forces on atoms 1 to 6 (eV/Å):
Sn 1.0 0.2 -1.2
C 0.0 0.0 -0.1
N -0.3 0.2 0.0
C 0.1 -0.1 0.1
C 0.3 0.1 0.0
C 0.0 0.0 0.3

Properties
- charge = -1
- lowest unoccupied orbital energy (eV) = 0.04
- Kohn-Sham gap (eV) = 4.16



Entry 2:
A structure of composition C3H8N4O. Source: the OMol25 dataset; level of theory: ωB97M-V/def2-TZVPD.

Positions of all 16 atoms, in Å:
C  -0.25548  -0.73185  -0.08508
C  0.91484  -0.90482  -0.94042
C  -0.66399  0.47269  0.75276
N  -1.00702  -1.79640  0.15378
N  1.94692  0.00929  -0.82381
N  0.39424  1.16259  1.28515
O  -0.34014  -0.28351  -1.93811
N  -1.91017  0.71497  0.87882
H  -0.28190  0.68726  -1.92913
H  -0.77550  -2.62644  -0.37504
H  -1.94695  -1.65838  0.50190
H  2.72708  -0.18597  -1.43129
H  1.76387  1.01452  -0.77347
H  1.31399  0.74740  1.25839
H  0.21690  1.85150  1.99789
H  -2.09668  1.52717  1.46765

Forces on atoms 1 to 6 (eV/Å):
C -0.1 0.0 -0.1
C -0.2 0.0 -0.2
C -0.1 0.1 0.0
N 0.0 0.2 -0.1
N 0.0 0.3 0.0
N -0.1 0.0 0.0

Properties
- lowest unoccupied orbital energy (eV) = 0.76
- energy above the lowest of the compared OMol25 structures with the same formula, charge and spin (eV) = 4.123
- Kohn-Sham gap (eV) = 8.20



Entry 3:
A cluster of 2 separate species, C4H10 in total. Source: the OMol25 dataset; level of theory: ωB97M-V/def2-TZVPD.

Positions of all 14 atoms, in Å:
C  0.72986  -1.94560  -0.58939
C  1.99279  -2.13783  -0.26849
H  0.07427  -2.79445  -0.71860
H  0.27714  -0.95934  -0.66916
H  2.40484  -3.12777  -0.19473
H  2.71410  -1.33779  -0.12889
C  -1.41328  2.12418  0.57010
C  -0.59854  0.97531  0.05003
H  -2.27320  2.29556  -0.09315
H  -1.77596  1.87538  1.57222
H  -0.86362  3.06463  0.66636
H  -1.32342  0.16125  -0.12363
H  0.11699  0.59081  0.80183
H  -0.06198  1.21566  -0.87450

Forces on atoms 1 to 6 (eV/Å):
C -0.4 0.2 0.1
C 0.5 0.2 -0.2
H -0.1 -0.1 -0.1
H 0.3 -0.5 -0.1
H 0.0 -0.3 0.1
H -0.2 0.1 0.0

Properties
- lowest unoccupied orbital energy (eV) = 1.13
- energy above the lowest of the compared OMol25 structures with the same formula, charge and spin (eV) = 1.359
- Kohn-Sham gap (eV) = 11.27
- structure (SMILES) = C=C.CC



Entry 4:
A structure of composition C42H51BrN2P2SV. Source: the OMol25 dataset; level of theory: ωB97M-V/def2-TZVPD.

Positions of all 100 atoms, in Å:
V  0.29193  -0.34780  -0.25271
C  3.99175  0.94011  2.69811
C  2.51864  0.67192  2.39108
C  1.67350  0.72226  3.66791
P  2.03963  -0.82885  1.43928
C  1.85006  -2.24498  2.58669
C  3.16690  -2.61318  3.26881
C  1.24016  -3.45103  1.87614
C  3.23232  -1.25374  0.15326
C  4.62261  -1.13737  0.20737
C  5.38795  -1.42822  -0.90811
C  4.77173  -1.83041  -2.08826
C  3.39829  -1.99141  -2.14873
C  2.63274  -1.72422  -1.01967
N  1.20528  -1.85168  -1.00966
C  0.66596  -3.09080  -1.47517
C  1.44532  -4.22134  -1.71551
C  0.83313  -5.40071  -2.11185
C  -0.54539  -5.47562  -2.25719
C  -1.32183  -4.35962  -1.98816
C  -0.72489  -3.16604  -1.59486
P  -1.61067  -1.67670  -1.10930
C  -2.91897  -2.22743  0.06985
C  -4.23084  -2.71271  -0.55440
C  -3.19170  -1.18261  1.14827
C  -2.25670  -0.88024  -2.64380
C  -2.77775  -1.83678  -3.71359
C  -3.26908  0.21374  -2.31298
H  4.05914  1.87434  3.25853
H  4.57841  1.07310  1.79253
H  4.45015  0.16405  3.30979
H  2.18578  1.48052  1.72826
H  2.03104  0.00629  4.40860
H  0.61372  0.51144  3.49584
H  1.74817  1.71327  4.11728
H  1.13830  -1.89500  3.34123
H  3.90629  -2.94476  2.53808
H  2.99400  -3.43830  3.96081
H  3.59118  -1.79082  3.84228
H  1.89637  -3.81876  1.08681
H  0.26736  -3.22993  1.43146
H  1.10332  -4.25970  2.59424
H  5.11418  -0.82936  1.11779
H  6.46381  -1.33473  -0.86305
H  5.36902  -2.02662  -2.96834
H  2.92443  -2.30909  -3.06728
H  2.51467  -4.20180  -1.57740
H  1.44388  -6.27357  -2.29810
H  -1.01232  -6.40052  -2.56454
H  -2.39726  -4.42636  -2.08236
H  -2.42847  -3.08873  0.53956
H  -4.85267  -1.87566  -0.86684
H  -4.79246  -3.26950  0.19631
H  -4.09125  -3.36997  -1.40964
H  -3.60730  -0.26531  0.72722
H  -2.29159  -0.91452  1.70613
H  -3.91466  -1.58068  1.86133
H  -1.35966  -0.38555  -3.03008
H  -3.68278  -2.35049  -3.38945
H  -2.04014  -2.58218  -4.00634
H  -3.03716  -1.25742  -4.60101
H  -4.25139  -0.19952  -2.09042
H  -3.37856  0.87638  -3.17221
H  -2.96482  0.82409  -1.46146
Br  3.21590  3.75435  -4.64621
C  2.35310  2.59927  -3.44761
C  1.78669  1.41924  -3.91908
C  1.16625  0.56304  -3.02712
C  1.04513  0.87874  -1.66849
C  1.63613  2.06693  -1.22594
C  2.29393  2.92168  -2.10224
H  1.85411  1.17104  -4.96931
H  0.77945  -0.37675  -3.40879
H  1.59686  2.35722  -0.18116
H  2.74638  3.83579  -1.74252
N  -0.64302  1.22355  0.71768
S  -1.27456  2.57477  0.06599
C  -2.95111  2.72739  0.62174
C  -3.89133  3.12529  -0.31625
C  -5.21072  3.29799  0.08735
C  -5.56549  3.06526  1.40528
C  -4.60950  2.67352  2.33969
C  -3.29162  2.51312  1.95406
C  -0.54281  3.96448  0.91368
C  -0.89501  5.22908  0.45667
C  -0.34488  6.33893  1.07348
C  0.54683  6.18188  2.12878
C  0.89295  4.91443  2.56724
C  0.35025  3.79080  1.95450
H  -0.84702  1.18427  1.71370
H  -3.60232  3.29625  -1.34558
H  -5.95547  3.61349  -0.63014
H  -6.59293  3.19693  1.71605
H  -4.89427  2.51002  3.36987
H  -2.54425  2.24018  2.68929
H  -1.59004  5.35102  -0.36471
H  -0.60857  7.32861  0.72789
H  0.97335  7.05351  2.60541
H  1.58820  4.79666  3.38759
H  0.61869  2.79886  2.29084

Forces on atoms 1 to 6 (eV/Å):
V -0.3 0.6 -0.1
C 0.0 0.0 0.0
C 0.0 0.2 0.0
C 0.0 0.0 0.0
P -0.1 0.0 -0.1
C 0.0 -0.1 0.1

Properties
- charge = +2
- lowest unoccupied orbital energy (spin up / spin down) (eV) = -6.77 / -5.40
- energy above the lowest of the compared OMol25 structures with the same formula, charge and spin (eV) = 0.000
- Kohn-Sham gap (spin up / spin down) (eV) = 6.37 / 7.92
- multiplicity = 2



| no. | strongest force on any atom (hartree/bohr) |
| --- | --- |
| 1 | 0.036 |
| 2 | 0.012 |
| 3 | 0.015 |
| 4 | 0.015 |